Record 1
DFT (ωB97M-V/def2-TZVPD) results for an isolated ion of composition C11H11O2 and charge +1 at a distorted geometry.

Geometry as XYZ:
```
24
C11H11O2 ωB97M-V/def2-TZVPD
C -2.400 -0.668 2.030
C -1.307 0.227 2.236
C -2.327 -1.648 1.080
C -0.165 0.077 1.519
C -1.184 -1.766 0.188
C -0.210 -0.790 0.363
C 1.856 0.971 0.300
C 0.973 1.901 -0.485
C 1.033 1.368 -1.887
C 0.839 -0.079 -2.097
C 1.052 -0.831 -0.764
O 0.506 2.916 -0.093
O 2.142 -0.268 -0.008
H -3.148 -0.606 2.813
H -1.294 0.762 3.182
H -3.178 -2.374 0.902
H 0.712 0.777 1.561
H -1.236 -2.652 -0.525
H 2.575 1.416 0.828
H 0.392 1.914 -2.565
H 2.065 1.737 -2.223
H -0.253 -0.147 -2.523
H 1.400 -0.347 -2.934
H 1.158 -1.888 -0.897
```

Values from the calculation:
- E_LUMO (alpha / beta) (eV) = -4.23 / -8.60
- spin multiplicity = 3
- expectation value of S² = 2.024
- total charge = +1
- molar mass (g/mol) = 175.21
- energy (Eh) = -575.7570

=====

Record 2
DFT (ωB97M-V/def2-TZVPD) results for one molecule with the formula C15H12N2O4S at a distorted geometry.

Geometry as XYZ:
```
34
C15H12N2O4S ωB97M-V/def2-TZVPD
C -4.330 -2.526 -1.011
H -5.151 -2.929 -0.420
O -4.078 -1.243 -0.487
C -3.064 -0.512 -1.004
C -2.261 -0.903 -2.074
C -1.233 -0.090 -2.507
C -0.987 1.138 -1.897
C -1.826 1.542 -0.852
C -2.839 0.732 -0.405
H -3.475 1.028 0.415
H -1.645 2.501 -0.390
C 0.109 2.044 -2.265
O 0.096 3.226 -2.003
C 1.332 1.430 -2.944
H 1.272 0.353 -3.059
H 1.522 1.924 -3.897
S 2.804 1.790 -1.926
C 2.327 0.891 -0.540
N 1.311 0.086 -0.437
N 1.324 -0.393 0.817
C 2.347 0.136 1.423
C 2.745 -0.094 2.775
C 2.160 -0.884 3.736
C 2.962 -0.744 4.886
C 3.967 0.113 4.543
O 3.845 0.510 3.272
H 4.798 0.501 5.098
H 2.814 -1.213 5.837
H 1.276 -1.472 3.610
O 3.038 0.974 0.602
H -0.644 -0.415 -3.351
H -2.426 -1.845 -2.573
H -4.631 -2.479 -2.062
H -3.457 -3.178 -0.910
```

Values from the calculation:
- E_LUMO (eV) = 0.39
- spin multiplicity = 1
- total charge = 0
- structure (SMILES) = COc1ccc(C(=O)CSc2nnc(-c3ccco3)o2)cc1
- molar mass (g/mol) = 316.34
- energy (Eh) = -1387.4012

=====

Record 3
DFT (ωB97M-V/def2-TZVPD) results for a 4-piece molecular cluster, C12H36N3O4 overall at a distorted geometry.

Geometry as XYZ:
```
55
C12H36N3O4 ωB97M-V/def2-TZVPD
O 0.250 -0.300 -0.780
H 1.182 -0.248 -0.261
H 0.154 0.466 -1.383
H -0.595 -0.426 -0.343
C -1.792 1.289 -2.976
C -0.658 2.274 -2.858
C -0.773 3.024 -1.481
O -0.634 2.141 -0.368
C -0.516 2.779 0.800
N 0.594 1.546 -2.857
H -1.742 0.461 -2.461
H -1.896 1.007 -3.975
H -2.746 1.746 -2.659
H -0.690 2.784 -3.792
H -1.522 3.804 -1.396
H 0.108 3.805 -1.541
H -1.220 3.819 0.804
H 0.328 3.027 0.939
H -1.094 2.256 1.550
H 1.444 2.019 -2.342
H 0.697 1.234 -3.833
C -1.062 -1.538 2.476
C -2.059 -2.097 1.385
C -3.376 -2.501 2.078
O -3.086 -3.471 3.210
C -4.196 -4.261 3.454
N -2.237 -1.049 0.442
H -1.392 -0.727 3.048
H -0.228 -1.050 2.204
H -0.670 -2.315 3.142
H -1.704 -3.034 0.812
H -4.034 -2.891 1.384
H -3.970 -1.767 2.433
H -4.314 -4.888 4.371
H -4.284 -4.892 2.560
H -5.128 -3.788 3.689
H -2.711 -0.284 0.938
H -2.784 -1.566 -0.207
C 3.235 -1.327 -1.450
C 3.504 -0.806 0.071
C 3.954 0.616 -0.027
O 3.014 1.499 -0.685
C 3.548 2.720 -0.970
N 2.257 -1.056 0.870
H 2.601 -2.180 -1.350
H 4.204 -1.695 -1.881
H 2.858 -0.488 -2.052
H 4.097 -1.479 0.473
H 5.016 0.722 -0.272
H 4.271 0.896 0.947
H 3.744 3.370 0.036
H 2.864 3.191 -1.594
H 4.478 2.479 -1.211
H 2.338 -0.735 1.867
H 2.372 -2.115 1.025
```

Values from the calculation:
- E_LUMO (eV) = -2.02
- spin multiplicity = 1
- total charge = +1
- molar mass (g/mol) = 286.44
- energy (Eh) = -943.5119

=====

Table of energy relative to the best compared isomer or geometry (same formula, charge and spin) (eV), in record order: 2.1894 2.3261 7.1959